An isolated ion of composition C5H12FN2 and charge -1, computed with wB97M-V/def2-TZVPD.

Geometry (Å):
C 1.805 1.478 0.587
C 2.174 0.385 -0.412
C 1.496 -0.974 -0.141
F 2.448 -1.936 -0.626
N 0.277 -1.233 -0.721
C -0.751 -0.497 -0.126
N -2.090 -1.069 -0.437
C -3.143 -0.087 -0.195
H 1.909 1.140 1.617
H 2.447 2.350 0.437
H 0.778 1.819 0.446
H 1.890 0.689 -1.421
H 3.256 0.232 -0.371
H 1.500 -1.135 0.971
H -0.654 -0.450 0.999
H -0.820 0.571 -0.447
H -2.238 -1.805 0.242
H -2.973 0.506 0.719
H -4.105 -0.587 -0.082
H -3.205 0.603 -1.038

Output
Spin multiplicity: 1
HOMO, eV: -1.80
LUMO energy, Ha: 0.1471
Kohn-Sham gap, eV: 5.80
F_max, eV/Å: 0.517
Net charge: -1

A 2-piece molecular cluster, C5H12FNO4P overall, computed with wB97M-V/def2-TZVPD.

Geometry (Å):
C 2.515 -0.436 -0.103
C 0.831 0.710 -1.502
C 0.575 0.616 0.873
C 0.219 -1.204 -0.426
C 0.397 -2.160 0.521
N 1.080 -0.068 -0.354
O -2.244 0.598 1.507
O -4.032 0.198 -0.277
O -2.286 2.097 -0.537
O 0.890 -2.258 1.610
F -0.546 -3.299 0.216
P -2.548 0.337 -0.220
H 2.548 -0.952 0.892
H 2.791 -1.121 -0.841
H 3.049 0.491 -0.039
H 1.454 1.648 -1.551
H 1.103 -0.083 -2.335
H -0.330 1.052 -1.434
H -0.358 0.900 0.626
H 0.372 -0.104 1.687
H 1.102 1.416 1.298
H -0.349 -1.357 -1.314
H -3.159 2.368 -0.263
H -3.076 0.610 1.968

Output
Spin multiplicity: 1
HOMO, eV: -3.67
LUMO energy, Ha: 0.1103
Energy relative to the best compared isomer or geometry (same formula, charge and spin), eV: 1.701
Kohn-Sham gap, eV: 6.67
F_max, eV/Å: 3.869
Net charge: -1

An isolated ion of composition C5H12N and charge +1, computed with wB97M-V/def2-TZVPD.

Geometry (Å):
C -0.179 -2.214 2.333
C 0.072 -0.879 1.644
C -0.674 -0.555 0.497
C -0.710 0.788 -0.229
C 0.727 1.004 -0.902
N 0.403 1.614 -2.390
H 0.496 -3.013 1.927
H -1.160 -2.643 2.185
H -0.116 -2.126 3.369
H 0.820 -0.116 1.843
H -1.127 -1.473 0.053
H -1.419 0.965 -1.118
H -0.917 1.622 0.464
H 1.462 0.136 -1.009
H 1.297 1.753 -0.417
H 0.005 0.786 -2.961
H 1.255 1.953 -2.840
H -0.234 2.398 -2.449

Output
Spin multiplicity: 1
HOMO, eV: -12.49
LUMO energy, Ha: -0.1405
Energy relative to the best compared isomer or geometry (same formula, charge and spin), eV: 2.487
Kohn-Sham gap, eV: 8.67
F_max, eV/Å: 4.667
SMILES: C/C=C/CC[NH3+]
Net charge: +1

An isolated ion of composition C5H12N and charge +1, computed with wB97M-V/def2-TZVPD.

Geometry (Å):
C -1.343 0.308 2.578
C -0.826 -0.517 1.403
C 0.074 -0.043 0.552
C 0.695 -0.985 -0.390
C 0.760 -0.333 -1.856
N 0.585 1.196 -1.870
H -1.712 1.084 2.048
H -0.580 0.598 3.273
H -2.065 -0.281 3.308
H -1.136 -1.591 1.354
H 0.334 1.040 0.444
H 1.664 -1.209 0.007
H 0.108 -1.941 -0.570
H -0.208 -0.746 -2.437
H 1.614 -0.626 -2.442
H 1.437 1.783 -1.667
H -0.127 1.369 -1.144
H 0.419 1.567 -2.799

Output
Spin multiplicity: 1
HOMO, eV: -13.30
LUMO energy, Ha: -0.1357
Energy relative to the best compared isomer or geometry (same formula, charge and spin), eV: 2.440
Kohn-Sham gap, eV: 9.61
F_max, eV/Å: 4.688
SMILES: C/C=C/CC[NH3+]
Net charge: +1

A 2-piece molecular cluster, C5H12N overall, computed with wB97M-V/def2-TZVPD.

Geometry (Å):
C -0.706 -0.807 -0.156
C -0.195 -2.280 -2.151
C -0.617 0.418 0.459
C -1.386 1.044 1.540
C 1.882 0.514 0.471
N 0.600 1.205 0.054
H -1.411 -1.565 0.233
H 0.661 -2.578 -1.577
H -1.175 -2.665 -1.937
H -0.157 -1.510 -3.021
H -0.964 1.414 2.483
H -2.168 0.342 1.916
H -1.967 1.973 0.993
H 1.832 0.392 1.516
H 1.896 -0.435 -0.190
H 2.675 1.144 0.135
H 0.583 1.155 -1.039
H 0.617 2.240 0.273

Output
Spin multiplicity: 1
HOMO (alpha / beta), eV: -13.16 / -13.63
LUMO energy (alpha / beta), Ha: -0.1778 / -0.1569
Energy relative to the best compared isomer or geometry (same formula, charge and spin), eV: 5.945
Kohn-Sham gap (alpha / beta), eV: 8.32 / 9.36
F_max, eV/Å: 4.120
Net charge: +1

An isolated ion of composition C5H12N and charge +1, computed with wB97M-V/def2-TZVPD.

Geometry (Å):
C -0.758 0.028 -0.334
C -1.449 -0.431 0.901
C 0.383 1.010 -0.292
C -2.866 -0.529 1.092
C 2.699 -0.363 -0.553
N 1.674 0.780 -0.911
H -0.334 -0.876 -0.932
H -1.566 0.513 -0.920
H -0.851 -0.577 1.837
H 0.315 1.654 0.567
H -3.248 -0.323 2.129
H -3.084 -1.668 1.018
H -3.364 -0.161 0.296
H 2.848 -0.222 0.464
H 2.240 -1.366 -0.755
H 3.576 -0.034 -1.056
H 1.572 0.944 -1.903
H 2.212 1.621 -0.647

Output
Spin multiplicity: 1
HOMO (alpha / beta), eV: -11.11 / -13.28
LUMO energy (alpha / beta), Ha: -0.1806 / -0.1256
Energy relative to the best compared isomer or geometry (same formula, charge and spin), eV: 5.176
Kohn-Sham gap (alpha / beta), eV: 6.19 / 9.86
F_max, eV/Å: 4.463
Net charge: +1